(1)
Computed, not measured: 3 unconnected molecules or ions with the total composition C14H17N2O4 at a distorted geometry, with ωB97M-V/def2-TZVPD.

The geometry in ORCA input format:
```
! RIJCOSX wB97M-V def2-TZVPD def2/J DEFGRID3
* xyz -1 1
C -0.50 0.47 1.43
C 2.93 -0.23 5.22
H 3.66 -0.26 4.42
N 1.58 0.13 4.72
C 1.77 1.30 6.75
C 3.16 0.86 6.27
H 1.74 -1.15 0.74
H -5.20 0.34 0.37
H -5.01 -1.20 1.22
H 1.27 1.70 1.84
H -0.33 -1.70 1.35
C -2.75 1.36 1.29
H -2.79 -2.06 1.23
H -0.96 2.58 1.38
C 1.92 -0.21 1.28
O 3.33 1.15 2.37
C 0.95 0.95 5.55
C -2.40 -1.04 1.29
O 4.19 -0.68 1.45
C -1.02 -0.85 1.36
H 1.16 -0.43 4.00
H -0.02 1.41 5.37
H 2.88 -1.23 5.67
C -1.39 1.57 1.38
C -3.27 0.05 1.28
C 0.93 0.70 1.54
H 1.44 0.71 7.62
C -4.75 -0.14 1.24
H 3.80 0.53 7.07
C -0.74 -0.91 6.50
N 3.22 0.08 1.70
O 0.02 -1.35 7.27
H 1.69 2.35 7.06
O -1.52 -0.50 5.71
H -5.22 0.30 2.13
H -3.43 2.21 1.20
H 3.64 1.70 5.76
*
```

Highest occupied orbital energy   -0.68 eV
Orbital gap   3.312 eV

---

(2)
Computed, not measured: a molecular structure, C28H38F5N2NaSSbSi3, with ωB97M-V/def2-TZVPD.

The geometry in ORCA input format:
```
! RIJCOSX wB97M-V def2-TZVPD def2/J DEFGRID3
* xyz -1 1
F -0.71 -2.77 -5.43
Na 1.01 0.29 -2.42
H 1.25 3.18 1.99
H -2.46 2.59 1.05
H -2.83 2.04 2.70
H 4.42 2.13 1.84
C -2.86 -1.83 -5.43
H 1.11 -2.34 -2.07
H -1.70 -4.88 -0.08
C -1.51 0.32 4.40
C -0.24 -3.76 -1.20
H 1.27 -0.93 4.71
H 0.01 -4.56 -1.89
H 3.56 -2.11 -0.15
C 2.69 3.42 -0.61
H -2.19 -3.00 1.46
H -2.92 -1.02 -1.11
H -4.12 2.15 1.48
H -1.21 -2.66 4.80
H -4.13 -1.93 1.64
C -1.80 0.50 -4.15
C 3.32 -1.56 0.77
H -1.22 0.04 5.42
C -1.52 -1.74 -5.13
H -0.87 -3.37 3.22
H -2.56 0.71 -1.32
H 5.89 0.01 -0.31
C -3.15 0.36 -4.48
H 1.12 1.71 2.98
H -4.21 0.17 -0.94
C 2.59 3.17 -3.30
Sb 0.11 1.29 0.41
F -4.01 1.34 -4.19
C -1.01 -0.46 1.41
Si 3.50 0.29 0.43
C -3.68 -0.76 -5.09
H 4.97 0.54 2.41
H 3.12 5.25 -3.43
H 1.51 -2.01 3.32
S -1.13 1.89 -3.38
Si -0.68 -0.87 3.21
H -2.46 -2.64 3.55
H 3.35 1.12 2.82
H 2.53 3.04 -4.38
C 2.97 4.53 -1.39
H 3.99 -1.91 1.56
H 5.21 1.54 -0.90
H -2.60 0.25 4.33
H -1.22 1.36 4.25
C -3.06 1.90 1.64
C 0.60 2.34 2.26
C -3.15 -0.01 -0.74
H 1.76 -0.27 3.14
H 3.22 5.47 -0.93
H -0.31 2.75 2.71
H 2.74 3.48 0.47
F -3.37 -2.92 -6.02
C 0.36 -2.52 -1.30
C -4.08 -0.89 2.00
C 2.92 4.41 -2.78
H 2.29 -1.82 1.04
F 0.30 -0.61 -4.24
C 4.11 1.09 2.03
H -5.07 -0.44 1.82
C 1.13 -1.02 3.63
C -1.38 -2.55 3.72
H 4.78 0.02 -1.69
N 0.10 -1.50 -0.48
Si -2.79 0.13 1.09
N 2.32 2.10 -2.56
F -4.99 -0.83 -5.37
C -1.45 -2.89 0.67
C 4.99 0.48 -0.72
C -1.18 -3.93 -0.19
C 2.36 2.18 -1.21
C -1.03 -0.61 -4.51
C -0.78 -1.66 0.52
C 2.05 0.93 -0.44
H -3.92 -0.91 3.08
*
```

Highest occupied orbital energy   -4.16 eV
Orbital gap   6.282 eV

---

(3)
Computed, not measured: 4 unconnected molecules or ions with the total composition C2H11NO2S2 at a distorted geometry, with ωB97M-V/def2-TZVPD.

The geometry in ORCA input format:
```
! RIJCOSX wB97M-V def2-TZVPD def2/J DEFGRID3
* xyz 0 1
H 0.80 -3.09 0.67
H 0.64 1.43 0.50
H 0.41 1.35 -1.91
H 0.02 3.05 -1.50
C -1.22 0.39 -0.04
S -2.24 0.17 1.47
H 1.58 -0.34 2.83
S 1.91 -0.18 -1.75
H -0.70 -0.51 -0.38
H 3.16 -0.04 -2.29
O 0.45 -2.88 -0.19
H -1.93 0.62 -0.84
H -0.88 2.36 0.65
H 0.94 -2.06 -0.62
O 1.07 -0.65 2.05
C -0.36 1.59 0.01
H 0.03 -0.39 2.14
N -0.20 2.03 -1.36
*
```

Highest occupied orbital energy   -8.33 eV
Relative energy (zero: lowest compared OMol25 entry of this formula, charge and spin)   583.5 kJ/mol
Orbital gap   3.353 eV

---

(4)
Computed, not measured: a molecular structure, C17H17Br2NOV at a distorted geometry, with ωB97M-V/def2-TZVPD.

The geometry in ORCA input format:
```
! RIJCOSX wB97M-V def2-TZVPD def2/J DEFGRID3
* xyz 0 4
H 0.14 4.35 0.49
C 0.84 2.45 -0.15
H 1.45 -4.47 4.47
H -0.62 -1.01 1.32
H 0.23 4.24 -1.18
C 1.65 -3.75 1.12
H 1.20 1.09 -3.35
C -0.10 -3.50 3.39
H -3.41 2.33 -0.51
C 1.84 -3.39 -1.29
C 0.73 1.62 -2.52
C 0.61 -2.71 -1.27
C -0.72 1.89 -2.68
H 1.70 2.81 0.43
H -1.13 0.71 -0.88
C -0.12 3.65 -0.31
H 0.20 -2.17 -2.10
Br 3.55 -5.32 2.61
O -1.87 -3.11 1.82
C -0.60 -3.25 2.09
H 3.24 -4.53 -0.11
H -2.10 4.26 0.40
C -1.65 3.41 -0.17
H 2.38 -3.47 -2.23
C 0.35 -3.18 1.02
Br -1.19 -3.09 4.86
N -0.17 -2.73 -0.15
H 0.36 1.69 0.45
H 2.46 1.63 -1.38
V -1.69 -1.57 0.48
H -2.46 0.78 -2.06
H -0.95 2.93 -2.81
C 1.15 -4.10 3.51
C 1.40 1.86 -1.40
C -1.70 1.36 -1.57
H -1.04 1.40 -3.63
C 2.00 -4.26 2.41
C 2.33 -3.92 -0.11
C -2.36 2.47 -0.79
*
```

Highest occupied orbital energy (spin up / spin down)   -7.15 / -7.42 eV
⟨S²⟩   3.77
Orbital gap (spin up / spin down)   6.768 / 6.863 eV

---

(5)
Computed, not measured: 3 unconnected molecules or ions with the total composition C3H11N3O at a distorted geometry, with ωB97M-V/def2-TZVPD.

The geometry in ORCA input format:
```
! RIJCOSX wB97M-V def2-TZVPD def2/J DEFGRID3
* xyz 0 1
H 0.31 -0.99 -0.68
H -3.57 1.86 -0.78
C -3.58 1.02 -0.08
H -4.39 0.34 -0.35
C 3.75 -0.16 0.13
O 0.66 -0.55 0.18
N -1.09 -1.62 -0.48
H -1.17 -2.51 0.03
H -3.77 1.44 0.91
H 3.71 -0.89 0.95
H -1.37 0.86 0.20
N -2.19 -0.94 -0.33
H 3.76 -0.70 -0.82
H 4.70 0.37 0.23
H 2.54 1.13 1.08
C -2.27 0.31 -0.11
N 2.67 0.79 0.13
H 1.32 0.25 -0.22
*
```

Highest occupied orbital energy (spin up / spin down)   -8.92 / -7.92 eV
Relative energy (zero: lowest compared OMol25 entry of this formula, charge and spin)   612.8 kJ/mol
Orbital gap (spin up / spin down)   9.093 / 7.338 eV

---

(6)
Computed, not measured: a molecular structure, C30H46O3P2Sn at a distorted geometry, with ωB97M-V/def2-TZVPD.

The geometry in ORCA input format:
```
! RIJCOSX wB97M-V def2-TZVPD def2/J DEFGRID3
* xyz 2 1
C -5.01 3.75 -0.87
H -4.29 2.61 -4.88
C -4.30 2.51 -1.40
H -1.22 1.15 -3.60
O -0.45 -1.05 -2.22
H -2.04 4.70 -3.43
H 2.51 -2.40 -0.64
H -3.40 -1.43 -4.84
H 2.70 -3.51 0.72
H -5.48 3.46 0.10
C -4.78 3.08 -3.99
C -1.61 4.33 1.24
H -3.07 -0.01 -5.90
C 2.70 0.70 -2.88
H 3.21 0.15 0.17
H 2.58 1.56 -2.22
C -0.17 -1.03 2.58
C 3.20 -0.23 1.20
Sn -2.19 2.60 -1.58
H -0.63 -4.11 2.11
C -2.94 4.48 -2.83
P -1.36 4.77 -0.50
P -3.59 0.64 -3.65
H -3.91 4.91 -4.66
C 3.79 0.61 -3.76
H -1.79 -0.66 -4.80
C -2.90 5.15 -1.47
H -5.82 3.22 -4.33
H -5.67 1.52 -2.64
H 4.72 -0.54 -5.37
C -2.88 -0.47 -4.92
H -1.25 -1.45 4.38
H 0.82 5.38 -0.95
C 3.04 -1.57 -4.50
H -1.45 0.18 3.75
C -1.34 -0.86 3.46
H -2.58 6.22 -1.47
C 3.92 -0.49 -4.62
C 1.97 -2.91 0.16
H 0.23 1.63 3.35
H -0.05 5.32 -2.53
C -2.16 1.77 -3.58
C -4.23 5.07 -0.66
H -1.31 5.29 1.70
C 1.95 -1.49 -3.61
H -3.46 -0.19 -1.26
H -0.94 3.51 1.56
H -4.85 5.90 -1.06
H 3.96 -1.01 1.26
O 0.16 1.08 -1.70
C 0.38 -0.06 -2.18
H -1.93 -2.97 1.70
H -4.96 5.12 -3.25
C 1.29 -1.96 1.06
H -5.81 3.98 -1.59
H -2.26 -1.19 2.96
H 4.53 1.41 -3.79
H -4.42 1.65 -0.70
H 1.95 1.66 2.85
O 1.15 -2.55 -3.41
H 0.52 3.79 -1.76
H 0.36 -2.14 -2.90
C 0.02 -2.11 1.67
H -4.61 -1.01 -2.43
H -2.62 4.07 1.58
C -3.59 -0.58 -2.28
C -4.19 4.46 -3.69
C 0.97 -0.19 2.50
H 3.50 0.59 1.86
H 3.15 -2.49 -5.08
H -2.22 2.48 -4.46
C 1.87 -0.76 1.56
C 0.13 4.79 -1.58
H -0.85 -3.60 0.42
H -4.04 5.27 0.41
C -4.74 2.09 -2.81
H 1.47 0.81 4.34
H -2.85 -1.38 -2.44
C 1.17 1.04 3.30
C -0.89 -3.26 1.46
H 1.25 -3.59 -0.29
C 1.71 -0.29 -2.87
*
```

Highest occupied orbital energy (spin up / spin down)   -11.95 / -11.95 eV
Relative energy (zero: lowest compared OMol25 entry of this formula, charge and spin)   210.7 kJ/mol
Orbital gap (spin up / spin down)   4.450 / 4.505 eV

---

(7)
Computed, not measured: a molecular structure, C8H22InN2O6P at a distorted geometry, with ωB97M-V/def2-TZVPD.

The geometry in ORCA input format:
```
! RIJCOSX wB97M-V def2-TZVPD def2/J DEFGRID3
* xyz 0 1
H -3.78 1.08 0.33
H 4.77 1.36 0.31
C 2.80 -2.49 -0.35
H -3.92 0.80 -1.20
O -0.49 5.42 -0.56
N -3.38 0.50 -0.40
N 4.70 1.21 -0.69
C -7.46 -1.73 0.53
H -3.49 -2.19 1.70
C 6.91 0.14 -0.84
C 4.79 -1.33 -0.54
In 0.78 1.86 -1.33
P -0.01 5.30 0.93
H -5.86 -0.04 -0.21
C -5.37 -0.76 0.45
O 1.49 4.75 0.80
H 5.08 -1.38 0.51
H -7.94 -2.65 0.18
H 5.21 0.04 -2.28
H 3.27 -3.29 -0.92
O 3.36 -1.20 -0.62
O -0.37 6.49 1.84
H 7.47 -0.70 -1.25
H -2.82 -0.68 2.08
O -6.09 -1.91 0.12
H -7.53 -1.84 1.61
H 7.28 1.10 -1.19
C -3.88 -0.83 -0.01
H 2.90 -2.77 0.70
H -3.77 -1.48 -0.88
H 5.11 2.03 -1.12
H 7.05 0.05 0.24
H -2.02 -1.69 0.91
C -3.00 -1.34 1.22
H -5.52 -0.45 1.48
C 5.41 -0.01 -1.21
H 5.25 -2.18 -1.04
O -0.83 4.04 1.32
H 1.82 -2.45 -0.83
H -7.87 -0.77 0.22
*
```

Highest occupied orbital energy   -8.87 eV
Relative energy (zero: lowest compared OMol25 entry of this formula, charge and spin)   302.1 kJ/mol
Orbital gap   5.649 eV

---

(8)
Computed, not measured: a gas-phase ion, C5H4O6 (charge -2) at a distorted geometry, with ωB97M-V/def2-TZVPD.

The geometry in ORCA input format:
```
! RIJCOSX wB97M-V def2-TZVPD def2/J DEFGRID3
* xyz -2 1
O 1.87 -2.08 0.99
H -1.43 1.22 -1.50
O -3.08 -0.48 2.03
O -3.13 -1.04 -0.12
C -0.77 1.29 -0.64
H 2.88 0.31 -0.86
C 2.14 -1.14 0.27
H 0.08 1.86 -0.93
C 1.16 -0.10 -0.23
C -0.19 0.01 -0.05
C -2.59 -0.73 0.97
O 1.88 0.81 -0.94
H -1.18 1.63 0.29
O -0.99 -0.70 0.84
O 3.35 -0.84 -0.13
*
```

Highest occupied orbital energy   0.30 eV
SMILES   C/C(OC(=O)[O-])=C(\O)C(=O)[O-]
Relative energy (zero: lowest compared OMol25 entry of this formula, charge and spin)   24.1 kJ/mol
Orbital gap   6.140 eV

---

(9)
Computed, not measured: a molecular structure, C48H62Cl2F3IO5Ti at a distorted geometry, with ωB97M-V/def2-TZVPD.

The geometry in ORCA input format:
```
! RIJCOSX wB97M-V def2-TZVPD def2/J DEFGRID3
* xyz -2 3
C 4.63 1.91 -0.87
H -1.74 5.02 -2.57
H 2.00 3.40 6.52
H 3.00 -1.83 -1.79
H 2.87 -4.18 2.06
H 1.06 4.56 7.45
I -1.27 -4.82 2.60
C -1.25 4.44 6.07
Ti -2.08 -2.42 1.45
C -1.45 -2.13 -2.17
H -3.58 0.56 2.54
C 4.15 0.56 -1.42
H 2.34 -4.25 -0.77
H -1.60 3.73 3.71
C -0.88 4.62 -3.11
H 1.84 -0.90 3.83
H 6.00 -0.43 -0.91
C 3.34 -0.23 -0.40
H -1.80 0.52 -3.51
C -1.43 2.71 -0.99
C 0.02 -3.08 -3.86
C 2.37 -0.57 1.79
C 1.56 -3.59 -0.40
C -4.39 -1.03 4.46
H 3.79 2.53 -0.60
C -2.64 -1.28 -1.82
C -1.13 -2.38 -3.49
C 1.71 -2.84 -5.68
H 2.51 -3.30 -5.10
H 2.37 1.32 -2.35
C 3.28 0.80 -2.65
H -1.33 4.87 7.07
C 0.15 2.63 -4.21
H -2.20 3.97 5.83
C -3.67 -3.44 0.65
H -1.06 5.24 5.36
C 0.39 -4.96 -5.44
H -0.57 -5.39 -5.15
H 5.99 0.26 -2.54
H -3.33 -1.25 -2.68
H -1.13 3.72 -0.77
C -0.12 3.40 6.04
H 3.33 1.22 1.19
F -4.28 -4.44 1.36
Cl -5.92 0.92 3.84
C -0.80 2.24 2.45
C -1.43 2.26 -2.31
C 0.35 -3.43 -5.30
C -0.63 -2.61 -1.13
O -0.97 -2.47 0.12
C -0.47 2.30 7.05
H -2.45 2.12 -4.88
H -3.63 -0.37 4.83
C 0.05 2.75 4.67
H -1.37 1.79 6.72
C -2.24 0.60 -0.17
H 5.12 -1.23 -2.20
O 1.42 -2.71 2.35
C 2.33 -3.66 2.85
C 1.18 4.11 6.47
C 1.09 1.04 3.31
C -2.29 3.12 -4.49
C 1.04 1.80 4.45
H 1.72 -1.78 -5.49
H -2.83 2.48 1.90
C -1.79 0.94 -2.52
H -1.75 3.68 1.24
C -1.83 1.92 0.08
H 0.59 -5.25 -6.47
H -3.21 3.44 -4.00
C 1.99 -1.85 1.41
H 3.81 1.41 -3.39
C -0.83 2.98 3.62
H 1.44 4.89 5.76
H 1.02 -4.08 0.41
H -5.07 -1.44 5.20
H -0.65 2.73 8.03
H 0.00 4.72 -2.48
C 2.14 -0.06 3.19
H 0.33 1.57 7.12
H 1.15 -5.39 -4.81
H -0.42 -3.18 -7.31
H -4.63 -0.51 1.59
C 0.88 -3.46 -2.83
O -2.75 -0.25 0.80
H -4.31 1.12 1.01
H 1.02 2.76 -3.57
H 5.21 2.43 -1.64
C 5.39 -0.26 -1.79
H -1.68 -3.30 -6.08
Cl -3.76 -2.25 3.41
H -0.74 -1.81 -6.25
C -0.69 -2.89 -6.29
H -1.80 -2.02 -4.25
H 1.82 -3.94 -3.07
C 2.16 -2.29 0.10
H -2.10 3.78 -5.34
C -1.11 3.15 -3.50
H 1.74 -4.39 3.41
H 2.99 -0.13 -3.12
F -3.28 -4.08 -0.53
C -2.20 0.12 -1.48
C 2.86 -1.48 -0.78
H -3.17 -1.71 -0.97
H -0.72 5.22 -4.00
H 0.05 1.57 -4.43
C 0.10 1.17 2.29
H 3.08 0.34 3.58
H 1.92 -3.02 -6.74
C 3.05 0.23 0.88
C 0.58 -3.25 -1.50
H 5.26 1.76 0.00
H 0.32 3.17 -5.14
O -1.00 -1.46 2.85
H -0.61 -0.78 2.19
F -4.76 -2.67 0.24
H 3.06 -3.17 3.52
H -0.23 -2.04 3.05
C -1.86 2.61 1.42
C -3.86 0.26 1.53
O 0.01 0.31 1.33
H 1.79 1.61 5.22
*
```

Highest occupied orbital energy (spin up / spin down)   -1.53 / -2.41 eV
⟨S²⟩   2.01
Orbital gap (spin up / spin down)   5.183 / 6.063 eV

---

(10)
Computed, not measured: 3 unconnected molecules or ions with the total composition C9H17N2O2P at a distorted geometry, with ωB97M-V/def2-TZVPD.

The geometry in ORCA input format:
```
! RIJCOSX wB97M-V def2-TZVPD def2/J DEFGRID3
* xyz 0 1
H 0.94 -3.94 -1.34
H -2.25 2.69 1.11
H 0.25 -2.42 0.76
O 2.83 -2.75 -0.35
N 0.27 -3.49 -2.00
H -1.45 -3.76 -0.82
H -1.32 -2.23 -1.78
C -0.58 1.69 0.78
H 0.84 -2.66 -2.45
H 0.95 1.32 -0.76
H -2.22 2.03 -2.00
C -0.55 -0.71 -0.09
H 0.30 3.93 -2.04
H -1.08 -0.23 -0.94
P -0.37 2.82 -2.60
C -1.23 2.72 1.63
H 1.70 1.79 0.97
C 0.81 1.44 0.31
H 0.63 -0.88 2.58
C -0.13 -0.17 2.34
H 0.66 1.88 -2.27
H 0.07 0.46 3.14
O 3.62 -0.87 0.72
N -1.53 2.49 -1.54
C -0.14 0.29 0.93
H -1.41 2.44 2.71
C -0.84 -2.93 -1.17
H -0.99 -0.81 2.51
H -0.61 3.65 1.61
C 3.18 -1.81 0.17
C -0.35 -1.98 -0.11
*
```

Highest occupied orbital energy (spin up / spin down)   -7.53 / -8.20 eV
Relative energy (zero: lowest compared OMol25 entry of this formula, charge and spin)   519.0 kJ/mol
Orbital gap (spin up / spin down)   6.554 / 8.225 eV

---

Electronic energy per entry: -25959.5904; -91646.6033; -29502.1092; -187210.7717; -9801.6504; -62385.8586; -38374.5694; -17534.2858; -125438.3209; -25966.6871 eV